This record from the OMol25 dataset describes 15 unconnected molecules or ions with the total composition C6H42NO14 at a distorted geometry. The level of theory is ωB97M-V/def2-TZVPD.

Properties
* energy above the lowest of the compared OMol25 structures with the same formula, charge and spin: 260.06 kJ/mol
* E_LUMO (spin up / spin down): -0.03 / -0.13 eV
* 2S+1: 2

The geometry in XYZ format:
```
63
Properties=species:S:1:pos:R:3:forces:R:3
C -0.391799 -1.656192 0.038733 0.9 -0.9 0.7
C -1.172653 -0.892295 -1.015598 0.9 0.2 0.1
C -0.283626 0.166300 -1.718383 -0.4 0.9 0.5
C 3.400672 0.797596 -0.607125 -0.1 -0.4 0.9
C 2.108188 0.725192 -1.368822 1.1 1.5 -0.2
C 0.878140 0.636839 -0.886219 0.2 -1.1 -0.1
N -1.119701 -2.916929 0.487940 1.1 0.6 -2.0
H 0.610152 -2.018055 -0.181237 0.0 0.1 -0.8
H -0.188140 -1.069865 0.927365 -0.6 0.2 0.2
H -1.581864 -1.506860 -1.813630 -0.2 -0.4 0.2
H -1.975563 -0.454970 -0.430293 -0.4 0.4 -0.5
H 0.043347 -0.176115 -2.687665 0.3 -0.3 -0.1
H -0.873093 1.037570 -1.960754 -0.6 0.3 0.0
H 3.244234 0.575733 0.449137 0.0 0.0 0.1
H 4.058509 0.005898 -0.979647 0.0 0.0 0.0
H 4.004791 1.709703 -0.654981 -0.3 0.2 -0.3
H 2.290464 0.970493 -2.411849 -0.5 -0.9 -0.4
H 0.724061 0.704045 0.185985 0.1 -0.2 0.1
H -0.762201 -3.244398 1.376103 -0.7 0.3 0.7
H -0.787343 -3.635421 -0.170348 -0.3 -0.3 -0.1
H -2.107547 -2.710039 0.370911 -0.4 -0.5 1.0
H -2.766202 -0.595767 1.708982 0.0 0.2 0.3
H -3.543491 -1.543420 2.672413 -0.2 0.1 -0.1
O -2.838811 -1.523502 2.015834 0.0 -0.5 0.0
H 0.790730 1.552058 4.076233 0.0 -0.1 -0.1
H -0.118008 1.536465 2.833593 -0.3 0.1 -0.2
O 0.325796 0.963705 3.467067 0.5 0.3 0.4
H -3.253059 3.122597 -0.113032 0.1 0.4 -0.3
H -2.478829 4.308655 -0.726633 -0.2 -0.1 -0.2
O -3.095398 4.080992 -0.019930 0.0 0.1 0.2
H -1.037363 4.092947 0.832888 0.4 0.1 -0.2
H 0.238659 3.101684 0.911718 0.5 0.9 -0.6
O -0.661108 3.277766 1.174498 -0.6 -1.0 0.9
H -2.320712 2.335479 -3.086982 0.1 0.1 -0.5
H -1.267968 2.782021 -4.094038 0.1 0.1 0.2
O -2.163245 2.431491 -4.042907 -0.4 -0.1 0.4
H 1.002678 2.750238 -4.341915 0.0 -0.1 -0.2
H 1.297891 3.357626 -2.996674 0.3 0.3 0.4
O 0.642892 2.837911 -3.454307 -0.2 -0.2 -0.4
H 0.984523 -5.520467 -0.443194 -0.5 0.3 0.1
H 0.968768 -4.658249 -1.663858 -0.1 0.3 -0.1
O 0.425519 -4.853700 -0.883439 0.6 -0.6 0.0
H 4.376027 -2.408365 1.905427 0.0 -0.1 0.0
H 2.891367 -2.455228 2.342629 0.3 0.0 -0.1
O 3.673310 -1.874315 2.283253 -0.2 0.2 0.0
H 2.590751 -3.267246 -1.044281 0.2 0.3 -0.2
H 2.934808 -2.876445 -2.516321 0.0 0.1 0.2
O 2.750907 -3.616401 -1.929749 -0.1 -0.3 0.0
H -2.432681 1.560059 2.385029 0.0 0.2 -0.1
H -1.797983 1.494149 0.965001 -0.1 0.3 0.5
O -1.998488 0.962995 1.760358 0.1 -0.3 -0.4
H 1.816389 4.295060 -1.182667 0.2 -0.1 -0.2
H 2.413064 3.149166 -0.267462 0.0 0.2 -0.5
O 1.884924 3.957745 -0.289146 -0.1 0.0 0.8
H -4.727842 1.643545 -0.550154 -0.2 -0.1 0.0
H -4.296854 1.759522 -2.021231 -0.2 0.1 -0.1
O -3.966381 1.551527 -1.138958 0.3 -0.2 0.1
H 0.827657 -3.021359 2.748462 -0.2 0.6 0.0
H 1.688241 -4.060478 3.334865 0.3 -0.3 -0.1
O 1.506993 -3.665792 2.472731 -0.3 -0.1 0.3
H 0.088374 -0.768843 3.512272 -0.3 0.1 -0.2
H -1.213366 -1.585011 3.137607 0.1 0.3 0.0
O -0.261481 -1.659037 3.316368 0.2 -0.8 0.0
```
Forces are in eV/Å.

These are the natural (NBO) partial charges, in e, on atoms 1 to 8: C -0.23; C -0.50; C -0.44; C -0.69; C -0.20; C -0.18; N -0.72; H 0.20